1.
ORCA calculation (ωB97M-V with the def2-TZVPD basis set) on C5H10O in the gas phase.

Properties
- frontier orbital gap (eV) = 9.561
- HOMO (eV) = -8.40
- ΔE to the lowest compared entry with this formula, charge and spin (kJ/mol) = 308.7
- SMILES = COCC1CC1
- max |F| (eV/Å) = 1.72

Geometry as ORCA input:
```
! RIJCOSX wB97M-V def2-TZVPD def2/J DEFGRID3
* xyz 0 1
C -1.614 0.131 -1.404
O -0.498 -0.571 -0.981
C -0.473 -1.053 0.368
C 0.898 -0.646 0.804
C 1.273 0.668 1.383
C 1.181 0.733 -0.077
H -2.060 0.773 -0.623
H -1.311 0.776 -2.240
H -2.346 -0.596 -1.757
H -1.283 -0.608 0.967
H -0.627 -2.140 0.325
H 1.647 -1.452 0.815
H 2.275 0.723 1.770
H 0.504 1.206 1.923
H 0.432 1.437 -0.502
H 2.002 0.620 -0.770
*
```

2.
ORCA calculation (ωB97M-V with the def2-TZVPD basis set) on C6H15NO in the gas phase.

Properties
- frontier orbital gap (eV) = 9.500
- HOMO (eV) = -8.54
- ΔE to the lowest compared entry with this formula, charge and spin (kJ/mol) = 260.5
- SMILES = CCNCC[C@H](C)O
- max |F| (eV/Å) = 3.60

Geometry as ORCA input:
```
! RIJCOSX wB97M-V def2-TZVPD def2/J DEFGRID3
* xyz 0 1
C 0.993 2.140 2.510
C -0.428 1.558 2.327
N -0.266 0.489 1.303
C -1.033 0.556 -0.020
C -0.974 -0.829 -0.602
C 0.398 -1.136 -1.265
C 0.643 -0.410 -2.589
O 0.403 -2.564 -1.557
H 0.887 2.913 3.221
H 1.745 1.393 2.944
H 1.332 2.552 1.576
H -1.117 2.477 1.889
H -1.121 1.176 3.128
H 0.665 0.322 1.075
H -2.129 0.839 0.148
H -0.609 1.353 -0.721
H -1.863 -0.996 -1.329
H -1.156 -1.587 0.087
H 1.217 -0.817 -0.567
H 0.187 0.535 -2.654
H 0.202 -1.047 -3.497
H 1.658 -0.275 -2.890
H 1.150 -3.021 -1.239
*
```

3.
ORCA calculation (ωB97M-V with the def2-TZVPD basis set) on 2 unconnected molecules or ions with the total composition C2H10N3OP.

Properties
- frontier orbital gap (eV) = 9.034
- HOMO (eV) = -8.00
- ΔE to the lowest compared entry with this formula, charge and spin (kJ/mol) = 249.9
- SMILES = NP(N)O.C=NC
- max |F| (eV/Å) = 5.47

Geometry as ORCA input:
```
! RIJCOSX wB97M-V def2-TZVPD def2/J DEFGRID3
* xyz 0 1
N 1.551 -0.687 -2.705
P 0.825 0.453 -1.700
N -0.243 1.070 -2.998
O -0.340 -0.420 -1.023
H 2.326 -1.272 -2.575
H 1.645 -0.261 -3.644
H -1.153 0.603 -2.889
H -0.141 1.931 -3.371
H -0.194 -0.612 -0.070
C -1.829 -0.318 2.607
N -0.708 -0.262 1.998
C 0.494 0.006 2.629
H -2.705 -0.451 1.987
H -1.790 -0.082 3.631
H 0.273 0.500 3.546
H 1.052 -0.987 2.620
H 0.939 0.789 1.958
*
```

4.
ORCA calculation (ωB97M-V with the def2-TZVPD basis set) on a molecular structure, C34H32BCrF4N3O3P2.

Properties
- expectation value of S² = 6.022
- frontier orbital gap (spin up / spin down) (eV) = 4.966 / 6.635
- HOMO (spin up / spin down) (eV) = -0.62 / -2.30
- ΔE to the lowest compared entry with this formula, charge and spin (kJ/mol) = 550.5
- max |F| (eV/Å) = 1.71

Geometry as ORCA input:
```
! RIJCOSX wB97M-V def2-TZVPD def2/J DEFGRID3
* xyz -2 5
Cr 0.204 -0.244 0.492
C 1.630 2.065 -1.431
P 2.408 0.900 -0.197
C 3.634 0.172 -1.322
C 3.297 -1.000 -2.000
C 4.155 -1.538 -2.937
C 5.360 -0.906 -3.226
C 5.698 0.267 -2.562
C 4.844 0.806 -1.621
C 3.358 1.918 0.935
C 2.741 3.217 1.348
C 2.602 2.856 3.984
C 4.049 2.446 3.943
C 4.731 1.762 3.008
C 4.267 1.296 1.733
C 0.687 1.211 -2.208
C 0.252 1.250 -3.517
C -0.721 0.237 -3.641
C -0.815 -0.369 -2.406
C -1.769 -1.428 -1.968
P -1.125 -2.303 -0.459
C -2.494 -3.404 -0.026
C -3.854 -3.062 -0.153
C -4.834 -3.814 0.453
C -4.506 -4.912 1.241
C -3.160 -5.241 1.415
C -2.179 -4.496 0.811
C 0.010 -3.530 -1.208
C 1.298 -3.703 -0.711
C 2.149 -4.636 -1.276
C 1.730 -5.406 -2.354
C 0.450 -5.239 -2.857
C -0.406 -4.317 -2.285
N 0.052 0.212 -1.536
H 2.379 2.560 -2.057
H 1.074 2.831 -0.879
H 2.357 -1.483 -1.766
H 3.890 -2.453 -3.452
H 6.029 -1.320 -3.969
H 6.632 0.765 -2.794
H 5.105 1.720 -1.106
H 2.218 3.690 0.511
H 2.563 3.888 4.379
H 4.588 2.686 4.856
H 5.752 1.479 3.264
H 4.704 0.366 1.374
H 0.587 1.914 -4.295
H -1.287 -0.018 -4.522
H -1.973 -2.130 -2.782
H -2.719 -0.958 -1.688
H -4.145 -2.216 -0.761
H -5.878 -3.551 0.314
H -5.280 -5.486 1.734
H -2.892 -6.087 2.038
H -1.135 -4.740 0.964
H 1.628 -3.108 0.128
H 3.145 -4.765 -0.876
H 2.398 -6.134 -2.798
H 0.120 -5.837 -3.700
H -1.411 -4.217 -2.672
N -1.497 1.263 0.601
C -2.550 0.509 1.278
C -1.936 -0.260 2.471
O -2.607 -0.466 3.488
N -0.696 -0.622 2.216
C 0.053 -1.304 3.231
C 1.276 -1.935 2.550
O 1.938 -2.792 3.122
O 1.504 -1.503 1.369
H -1.074 1.909 1.272
H -1.888 1.814 -0.163
H -2.962 -0.229 0.580
H -3.372 1.143 1.645
H -0.547 -2.068 3.745
H 0.417 -0.591 3.985
F 2.005 2.095 5.020
B 1.713 2.878 2.594
F 1.021 1.661 2.227
F 3.748 4.151 1.669
F 0.672 3.839 2.674
*
```

5.
ORCA calculation (ωB97M-V with the def2-TZVPD basis set) on a molecular structure, CHNP2S2.

Properties
- frontier orbital gap (eV) = 5.604
- HOMO (eV) = -8.13
- ΔE to the lowest compared entry with this formula, charge and spin (kJ/mol) = 74.2
- max |F| (eV/Å) = 3.96

Geometry as ORCA input:
```
! RIJCOSX wB97M-V def2-TZVPD def2/J DEFGRID3
* xyz 0 1
C -0.540 -0.322 -0.144
N -1.627 -0.015 -0.587
P 0.426 -1.986 -0.608
P 0.424 0.721 1.067
S 1.946 -1.508 0.598
S 1.235 2.194 0.103
H -1.864 0.915 -0.429
*
```

6.
ORCA calculation (ωB97M-V with the def2-TZVPD basis set) on a gas-phase ion, C2H3O3S (charge -1).

Properties
- frontier orbital gap (eV) = 7.260
- HOMO (eV) = -3.12
- ΔE to the lowest compared entry with this formula, charge and spin (kJ/mol) = 294.8
- max |F| (eV/Å) = 5.45

Geometry as ORCA input:
```
! RIJCOSX wB97M-V def2-TZVPD def2/J DEFGRID3
* xyz -1 1
C 1.242 0.230 0.107
C 0.084 -0.652 -0.120
O -1.359 1.443 0.756
O -2.316 -0.139 -1.008
O 1.008 -0.848 0.854
S -1.642 0.014 0.354
H 2.005 0.102 -0.526
H 0.926 1.264 0.543
H 0.051 -1.414 -0.961
*
```

Please write out number 2 again, unchanged.
ORCA calculation (ωB97M-V with the def2-TZVPD basis set) on C6H15NO in the gas phase.

Properties
- frontier orbital gap (eV) = 9.500
- HOMO (eV) = -8.54
- ΔE to the lowest compared entry with this formula, charge and spin (kJ/mol) = 260.5
- SMILES = CCNCC[C@H](C)O
- max |F| (eV/Å) = 3.60

Geometry as ORCA input:
```
! RIJCOSX wB97M-V def2-TZVPD def2/J DEFGRID3
* xyz 0 1
C 0.993 2.140 2.510
C -0.428 1.558 2.327
N -0.266 0.489 1.303
C -1.033 0.556 -0.020
C -0.974 -0.829 -0.602
C 0.398 -1.136 -1.265
C 0.643 -0.410 -2.589
O 0.403 -2.564 -1.557
H 0.887 2.913 3.221
H 1.745 1.393 2.944
H 1.332 2.552 1.576
H -1.117 2.477 1.889
H -1.121 1.176 3.128
H 0.665 0.322 1.075
H -2.129 0.839 0.148
H -0.609 1.353 -0.721
H -1.863 -0.996 -1.329
H -1.156 -1.587 0.087
H 1.217 -0.817 -0.567
H 0.187 0.535 -2.654
H 0.202 -1.047 -3.497
H 1.658 -0.275 -2.890
H 1.150 -3.021 -1.239
*
```

Which value of max |F| does entry 5 give?
3.96 eV/Å

Look up the max |F| of the sixth one.
5.45 eV/Å

What is the formula in the second record?
C6H15NO